1.
4 unconnected molecules or ions with the total composition C3H16NO4 at a distorted geometry, computed with ωB97M-V/def2-TZVPD.

```
24
Properties=species:S:1:pos:R:3
O -2.5686 -0.2216 0.3214
C -1.6220 0.0669 1.3174
C -0.7315 1.1265 0.7447
N 0.2140 0.5317 -0.2736
C 0.2303 1.2682 -1.5600
H -3.2130 -0.9177 0.4862
H -2.0638 0.4457 2.2324
H -1.0693 -0.8334 1.6055
H -0.1280 1.5671 1.5204
H -1.2928 1.8982 0.2348
H -0.1684 -0.3849 -0.5407
H 1.1849 0.4895 0.0957
H -0.7471 1.2271 -2.0250
H 0.8821 0.7317 -2.2457
H 0.5821 2.2750 -1.3830
H 3.0392 0.3362 1.5030
H 3.4284 0.8636 0.0880
O 2.7353 0.8621 0.7542
H -1.4550 -2.1222 -2.5896
H -2.1529 -0.7991 -2.2803
O -1.3217 -1.2672 -2.1482
H 1.9391 -2.2759 2.1552
H 2.1930 -2.8510 0.7548
O 2.1059 -2.0165 1.2322
```

Its charge is +1. Its HOMO-LUMO gap is 11.6 eV. Its total energy is -13044.831 eV. Its LUMO energy is -2.661 eV. The maximum force is 0.0230 hartree/bohr. The highest occupied orbital energy comes out at -14.219 eV.

2.
6 unconnected molecules or ions with the total composition C3H16NO7, computed with ωB97M-V/def2-TZVPD.

```
27
Properties=species:S:1:pos:R:3
O -1.7450 -1.1538 1.1300
C -0.9674 -0.6854 0.2827
O -0.8108 0.5649 0.0410
C -0.1148 -1.7017 -0.5392
C 0.5259 -2.6815 0.4326
N 0.9176 -1.1172 -1.3750
H -0.8067 -2.2477 -1.1877
H -0.2260 -3.1345 1.0757
H 1.0448 -3.4611 -0.1269
H 1.2586 -2.1647 1.0597
H 0.5315 -0.5538 -2.1071
H 1.5211 -0.5124 -0.8345
H 1.5801 1.4036 1.6619
H 0.8695 1.1879 0.3473
O 1.7476 1.4954 0.6925
H -0.0389 1.4814 -3.3517
H -1.1630 0.7164 -4.0562
O -0.2045 0.8637 -4.1004
H 0.9018 2.6035 -1.5337
H -0.3549 1.7591 -1.2121
O 0.0374 2.3778 -1.8937
H -0.2601 1.0803 2.9771
H 0.6158 -0.1647 3.0195
O 0.6714 0.7849 3.1776
H -1.5192 1.4406 1.5236
H -2.1768 0.4604 2.4397
O -1.8347 1.3586 2.4574
```

Its charge is -1. Its HOMO-LUMO gap is 8.9 eV. Its total energy is -19197.354 eV. Its LUMO energy is 3.551 eV. The maximum force is 0.0157 hartree/bohr. The highest occupied orbital energy comes out at -5.390 eV.

Number 1 is which compound? C3H16NO4